Below is a cluster of 2 separate species, Cl2FHOP in total, with properties calculated with wB97M-V/def2-TZVPD.

* net charge: +1
* HOMO-LUMO gap: 0.35745 hartree
* total energy: -39105.714 eV
* E_LUMO: -7.8780 eV
* HOMO: -17.6 eV

Structure (XYZ):
```
6
Properties=species:S:1:pos:R:3:forces:R:3:mulliken_charge:R:1
Cl -3.438204 -0.064066 0.632825 -0.068 0.345 0.313 0.135
Cl -1.271440 2.534208 1.426085 -1.120 -2.042 -0.721 0.105
H -0.220838 0.071649 -0.717351 0.108 0.192 -0.354 0.441
P -1.790138 0.850066 0.468645 4.173 2.271 -4.949 1.159
F -1.379450 1.554798 -1.648957 -1.301 -1.347 4.346 -0.474
O -0.545195 -0.082299 0.193536 -1.792 0.581 1.364 -0.365
```
Positions in Å, forces in eV/Å.